Computed, not measured: C2H2N2O2S in the gas phase at a distorted geometry, with the ωB97M-V functional and the def2-TZVPD basis.

Each atom is followed by the atoms it is bonded to, with distances in Å.
CARTESIAN COORDINATES (ANGSTROEM)
1 C -1.07529 -1.08860 0.02774  C2 1.478, S7 1.734, H8 1.043
2 C 0.03504 -0.12956 -0.15040  C1 1.478, N3 1.355, N4 1.380, S7 2.220
3 N -0.63909 1.04081 -0.04550  C2 1.355, S7 1.690, H9 0.991
4 N 1.40096 -0.00570 -0.00024  C2 1.380, O5 1.222, O6 1.233
5 O 2.14543 -0.97311 0.04839  N4 1.222
6 O 1.82056 1.15346 -0.01157  N4 1.233
7 S -2.14521 0.27454 -0.03741  C1 1.734, C2 2.220, N3 1.690
8 H -1.38332 -2.04536 -0.24945  C1 1.043
9 H -0.15907 1.77352 0.41843  N3 0.991

Calculated values
- net charge = 0
- LUMO energy (Ha) = -0.03854
- ΔE to the lowest compared entry with this formula, charge and spin (kcal/mol) = 120.19

---

Computed, not measured: C7H7N in the gas phase at a distorted geometry, with the ωB97M-V functional and the def2-TZVPD basis.

Each atom is followed by the atoms it is bonded to, with distances in Å.
CARTESIAN COORDINATES (ANGSTROEM)
1 C -0.89491 -1.29203 -0.38069  C2 1.340, C7 1.381, H8 1.137
2 C -1.96183 -0.62768 0.08306  C1 1.340, C3 1.391, H9 1.160
3 C -1.53335 0.61065 0.54918  C2 1.391, H10 1.156, N15 1.372
4 C 0.75961 1.53914 -0.02105  C5 1.478, H11 1.011, N15 1.286
5 C 1.99160 0.81535 -0.39768  C4 1.478, C6 1.372, H12 1.062
6 C 1.65592 -0.50584 -0.55393  C5 1.372, C7 1.488, H13 1.120
7 C 0.24408 -0.56854 -0.08679  C1 1.381, C6 1.488, H14 1.235, N15 1.417
8 H -0.90167 -2.42703 -0.44700  C1 1.137
9 H -3.09241 -0.87282 0.00036  C2 1.160
10 H -2.27449 1.21864 1.19457  C3 1.156
11 H 0.60900 2.48508 0.30207  C4 1.011
12 H 2.91913 1.32295 -0.49499  C5 1.062
13 H 2.25419 -1.31962 -1.03713  C6 1.120
14 H 0.41848 -1.10714 1.01136  C7 1.235
15 N -0.19336 0.72888 0.27865  C3 1.372, C4 1.286, C7 1.417

Calculated values
- net charge = 0
- LUMO energy (Ha) = 0.01467
- ΔE to the lowest compared entry with this formula, charge and spin (kcal/mol) = 86.24

---

Computed, not measured: 15 unconnected molecules or ions with the total composition H30O15 at a distorted geometry, with the ωB97M-V functional and the def2-TZVPD basis.

Each atom is followed by the atoms it is bonded to, with distances in Å.
CARTESIAN COORDINATES (ANGSTROEM)
1 H -0.34581 0.24786 -0.66588  O31 1.023
2 H 0.59254 1.31235 -0.30314  O31 0.928
3 H 3.49657 0.52435 -1.79136  O32 0.943
4 H 2.46368 1.54374 -1.29643  O32 1.027
5 H 1.83903 4.90388 1.97776  O33 0.999
6 H 1.77966 3.37207 2.24752  O33 0.897
7 H -1.17856 -0.51735 -2.81568  O34 0.898
8 H -0.52288 0.18419 -4.00174  O34 0.976
9 H 1.45499 -0.55079 3.78628  O35 0.971
10 H 0.96075 0.15835 4.99301  O35 1.028
11 H -2.93781 -2.05050 -3.44385  O36 0.924
12 H -2.28358 -1.51441 -4.58317  O36 0.969
13 H 3.06826 -2.13635 -1.11899  O37 0.976
14 H 1.66159 -2.26775 -1.62663  O37 0.961
15 H -1.45664 -0.86223 0.45382  O38 0.893
16 H -1.44039 -0.21752 1.72546  O38 0.963
17 H 2.52883 -0.51003 -3.13179  O39 1.029
18 H 1.19963 -0.12622 -3.64731  O39 0.926
19 H 3.99153 2.09635 2.09900  O40 1.033
20 H 2.99703 2.25996 3.25595  O40 0.972
21 H -4.27104 -0.29632 0.66918  O41 0.904
22 H -3.07672 -0.96619 0.33910  O41 0.968
23 H -2.37093 2.16835 -0.87850  O42 1.028
24 H -3.02923 1.97069 0.60482  O42 0.938
25 H 0.21391 3.16396 0.56479  O43 0.964
26 H -1.15367 2.65849 0.13243  O43 0.944
27 H -1.79592 -3.55224 -0.22294  O44 0.931
28 H -2.78118 -3.89251 0.95824  O44 1.024
29 H 1.49425 -2.61842 3.25580  O45 1.004
30 H 0.74018 -1.75349 2.37248  O45 0.926
31 O 0.49046 0.41296 -0.09951  H1 1.023, H2 0.928
32 O 2.97219 0.69359 -1.02600  H3 0.943, H4 1.027
33 O 1.27481 4.08186 2.03313  H5 0.999, H6 0.897
34 O -0.61592 -0.64928 -3.50332  H7 0.898, H8 0.976
35 O 0.59090 -0.29687 4.14908  H9 0.971, H10 1.028
36 O -2.10510 -1.70877 -3.65054  H11 0.924, H12 0.969
37 O 2.19147 -2.47222 -0.85190  H13 0.976, H14 0.961
38 O -1.67211 -0.06843 0.80261  H15 0.893, H16 0.963
39 O 2.07220 -0.09435 -3.95493  H17 1.029, H18 0.926
40 O 3.10284 1.71293 2.46005  H19 1.033, H20 0.972
41 O -3.89373 -1.10008 0.84148  H21 0.904, H22 0.968
42 O -3.00273 2.52530 -0.15058  H23 1.028, H24 0.938
43 O -0.38112 2.40686 0.61307  H25 0.964, H26 0.944
44 O -2.66919 -3.40377 0.06497  H27 0.931, H28 1.024
45 O 1.41526 -2.38126 2.28387  H29 1.004, H30 0.926

Calculated values
- net charge = 0
- LUMO energy (Ha) = -0.00297
- ΔE to the lowest compared entry with this formula, charge and spin (kcal/mol) = 205.44

---

Computed, not measured: C2H3NO2S in the gas phase at a distorted geometry, with the ωB97M-V functional and the def2-TZVPD basis.

Each atom is followed by the atoms it is bonded to, with distances in Å.
CARTESIAN COORDINATES (ANGSTROEM)
1 C 1.19102 -0.65419 1.02041  H3 1.074, N6 1.324, S9 1.647
2 C -1.10699 0.52697 -1.32589  H5 1.117, O7 1.381, O8 1.200
3 H 1.72026 -1.23058 0.28431  C1 1.074
4 H -0.55784 0.57676 0.85986  N6 1.028
5 H -1.15936 0.39611 -2.43412  C2 1.117
6 N 0.10909 -0.10996 0.48556  C1 1.324, H4 1.028, O7 1.361
7 O -0.05991 -0.24328 -0.85818  C2 1.381, N6 1.361
8 O -1.77083 1.24694 -0.63217  C2 1.200
9 S 1.63457 -0.50878 2.60022  C1 1.647

Calculated values
- net charge = 0
- structure (SMILES) = O=CONC=S
- LUMO energy (Ha) = 0.01335
- ΔE to the lowest compared entry with this formula, charge and spin (kcal/mol) = 59.29

---

> ΔE to the lowest compared entry with this formula, charge and spin of number 3 (H30O15)?

205.44 kcal/mol

---

> The highest LUMO energy belongs to which entry?

C7H7N